Entry 1:
C4H13NO2 | the ωB97M-V functional and the def2-TZVPD basis

The geometry in XYZ format:
```
20
C4H13NO2 | OMol25 | the ωB97M-V functional and the def2-TZVPD basis
C -1.48266 -1.13062 -1.73156
H 0.16688 0.05852 -2.65243
H -1.09440 -1.99610 -2.26151
H 1.62389 2.84681 1.09545
O 1.11002 -0.30659 2.72742
H 2.39327 1.61660 0.03428
H 1.07741 0.65269 2.79113
O -0.97006 -1.81894 1.57526
H 1.30122 -0.13889 -0.59776
H 1.50128 -0.50985 1.87217
H -2.46342 -0.85782 -2.09443
H -0.68109 1.52819 0.50104
N 0.31157 0.10151 -0.48360
C 0.32936 1.29637 0.16642
H -1.23402 -1.44594 0.72847
H -0.33087 -1.29757 2.09108
H -1.52299 -1.51917 -0.72155
C 1.46954 1.95410 0.51256
C -0.46314 0.01916 -1.76257
H -1.04180 0.94756 -1.78988
```

The expectation value of S² is 0.775. Its calculated total energy is -9933.7894 eV. For the HOMO-LUMO gap (spin up / spin down), the calculation gives 10.04 / 5.94 eV. Its LUMO energy (spin up / spin down) is -0.16571 / -0.31388 Eh. The energy above the lowest of the compared OMol25 structures with the same formula, charge and spin is 54.6 kcal/mol. Its charge is +1. The multiplicity is 2.

Entry 2:
C34H32CdF4N5OS | the ωB97M-V functional and the def2-TZVPD basis

The geometry in XYZ format:
```
78
C34H32CdF4N5OS | OMol25 | the ωB97M-V functional and the def2-TZVPD basis
H -19.72752 -6.27160 7.79751
H -18.70784 -11.44730 13.64417
C -15.57706 -8.87812 12.27058
C -14.27113 -6.60312 9.04959
H -20.21696 -8.09761 2.84836
C -11.94936 -8.15284 9.40632
C -19.63258 -10.75383 9.88012
H -21.65109 -9.25696 4.58161
C -16.10607 -8.36376 5.37536
F -19.95180 -13.17710 9.61636
H -13.25528 -10.84131 0.15591
C -19.67238 -12.08372 10.41163
C -13.01338 -6.10095 8.79007
H -14.91819 -9.62464 1.60906
H -20.01913 -9.77318 4.50035
H -10.88855 -6.36482 8.85633
F -19.05847 -13.63083 12.02757
C -19.12675 -11.28335 12.65108
H -13.39277 -9.78498 9.76367
C -14.45359 -10.77715 3.30684
H -20.78489 -5.43181 6.78956
H -14.67476 -8.03716 3.73541
H -19.44920 -6.34660 5.99889
H -13.02403 -5.03059 8.48592
N -16.74432 -9.48966 5.79706
N -15.33420 -10.04859 4.17727
H -11.02947 -8.65120 9.68160
H -16.90707 -7.01854 14.75295
C -12.65141 -12.20340 1.73218
H -22.38300 -9.97311 6.54645
C -11.85149 -6.82324 8.98722
H -13.95399 -12.23910 4.85035
C -14.36545 -7.97633 9.32503
H -19.15243 -7.48355 4.14415
C -16.99802 -7.17596 11.37117
O -16.87580 -8.11772 8.70012
C -16.27375 -10.47352 5.05162
C -13.21653 -8.73471 9.49768
C -13.36974 -11.12729 1.19574
F -20.16030 -8.47003 10.52227
H -21.68393 -11.37756 8.31207
C -12.89741 -12.59197 3.05423
H -14.96234 -9.74345 12.03482
C -16.69086 -7.42824 13.76117
N -19.74185 -10.47992 8.57086
C -13.77161 -11.87514 3.85428
H -21.71202 -7.66048 7.65532
C -21.18828 -7.52305 6.66718
C -11.72337 -12.94695 0.89735
H -12.35481 -13.46497 3.48937
Cd -18.32986 -9.27628 7.42582
C -20.21685 -6.35020 6.78553
H -20.86871 -6.85038 3.96227
N -20.58196 -8.82170 6.24641
N -11.05865 -13.46006 0.09899
H -21.75172 -9.72939 8.86195
F -19.59301 -8.97898 13.15665
C -19.74308 -9.71463 10.89374
C -21.27839 -10.05090 6.71938
C -14.27475 -10.40768 2.00630
H -22.01507 -7.30979 5.95220
H -15.34614 -8.91998 14.42220
C -19.47917 -9.99597 12.22083
C -15.80119 -8.46661 13.54292
H -16.62059 -11.48823 5.13125
C -21.16493 -10.38553 8.22143
H -20.87883 -10.91689 6.12270
H -16.26873 -7.37533 5.83485
C -17.26074 -6.76181 12.68010
S -15.82643 -8.89714 9.58034
C -20.19296 -7.74381 3.91690
C -20.63979 -8.93320 4.78266
C -15.29690 -8.63955 4.35366
C -19.28273 -12.35078 11.71367
C -16.17323 -8.26132 11.18445
H -18.06763 -5.99831 12.80618
H -17.46643 -6.61544 10.51184
H -15.05689 -5.86600 9.03797
```

Its calculated total energy is -71536.2365 eV. For the HOMO-LUMO gap, the calculation gives 7.96 eV. Its LUMO energy is -0.09296 Eh. The energy above the lowest of the compared OMol25 structures with the same formula, charge and spin is 0.0 kcal/mol. Its charge is +1.